Entry 1:
Entry from OMol25: a single C3H4N2O2S2 molecule at a distorted geometry (ωB97M-V/def2-TZVPD).

For the orbital gap (alpha / beta), the calculation gives 6.6 / 7.0 eV. The calculation puts the energy above the lowest of the compared OMol25 structures with the same formula, charge and spin at 50.49 kcal/mol. Its molar mass is 164.2 g/mol. For the lowest unoccupied orbital energy (alpha / beta), the calculation gives -1.65 / -1.43 eV.

Structure (XYZ):
```
13
Properties=species:S:1:pos:R:3:mulliken_charge:R:1
C -0.448 0.781 1.371 0.294
C -0.014 -1.377 0.218 0.518
C 0.191 1.417 0.155 0.083
N -0.385 -0.649 1.344 -0.119
N 0.933 -0.743 -0.495 -0.348
O -0.921 1.420 2.283 -0.522
O -0.602 -2.433 -0.060 -0.623
S -0.480 1.759 -1.332 -0.050
S 1.027 -1.272 -2.064 -0.101
H 1.123 1.972 0.245 0.295
H -1.143 -1.033 1.873 0.258
H -1.559 0.986 -1.282 0.177
H 2.279 -0.829 -2.256 0.139
```



Entry 2:
Entry from OMol25: a single C3H4N2O3 molecule at a distorted geometry (ωB97M-V/def2-TZVPD).

For the orbital gap, the calculation gives 9.3 eV. The SMILES is O=C/N=C\N(O)C=O. The calculation puts the energy above the lowest of the compared OMol25 structures with the same formula, charge and spin at 137.19 kcal/mol. Its molar mass is 116.1 g/mol. For the lowest unoccupied orbital energy, the calculation gives -0.52 eV.

Structure (XYZ):
```
12
Properties=species:S:1:pos:R:3:mulliken_charge:R:1
O 2.148 0.454 1.210 -0.470
C 2.095 -0.234 0.035 0.018
N 1.086 -1.192 -0.096 -0.345
C -0.182 -1.079 0.071 0.016
N -0.801 0.264 -0.192 0.169
O -0.016 1.331 -0.085 -0.413
C -2.171 0.410 0.151 0.142
O -2.689 -0.553 0.780 -0.535
H 2.978 -0.202 -0.944 0.285
H -0.811 -1.906 -0.078 0.408
H 0.779 1.192 -0.881 0.416
H -2.415 1.515 0.031 0.311
```



Entry 3:
Entry from OMol25: a single C3H4N2O3 molecule at a distorted geometry (ωB97M-V/def2-TZVPD).

For the orbital gap, the calculation gives 9.9 eV. The SMILES is O=c1ccn(O)n1O. The calculation puts the energy above the lowest of the compared OMol25 structures with the same formula, charge and spin at 178.28 kcal/mol. Its molar mass is 116.1 g/mol. For the lowest unoccupied orbital energy, the calculation gives 0.04 eV.

Structure (XYZ):
```
12
Properties=species:S:1:pos:R:3:mulliken_charge:R:1
O -2.298 -0.131 -0.150 -0.655
C -1.061 0.179 -0.205 0.559
C -0.674 1.735 -0.048 -0.501
C 0.623 1.386 0.346 -0.138
N 1.088 -0.043 0.491 -0.178
O 2.101 -0.053 -0.589 -0.433
N 0.054 -0.632 -0.193 0.322
O -0.143 -1.913 0.303 -0.506
H -1.268 2.567 -0.137 0.451
H 1.486 1.958 0.964 0.283
H 2.475 -0.923 -0.147 0.389
H -1.279 -1.920 0.161 0.406
```



- The highest energy above the lowest of the compared OMol25 structures with the same formula, charge and spin belongs to which entry?
  number 3